{"formula": "C9H16CrF8N2O13S4", "method": "the ωB97M-V functional and the def2-TZVPD basis", "charge": -1, "mol_weight_g_mol": 692.5, "spin_multiplicity": 4, "lumo_energy_ev": [1.64, 2.28], "symbols": ["Cr", "N", "S", "O", "O", "F", "S", "O", "O", "F", "C", "O", "O", "O", "C", "F", "F", "F", "S", "O", "O", "N", "S", "O", "O", "C", "F", "F", "F", "C", "C", "C", "O", "H", "H", "H", "H", "H", "H", "H", "H", "C", "C", "C", "O", "H", "H", "H", "H", "H", "H", "H", "H"], "coordinates": [[15.67755, 34.67212, -8.30903], [16.46385, 34.74014, -6.48253], [16.94507, 35.77040, -5.32159], [18.12521, 36.45760, -5.78963], [16.62584, 35.63277, -3.91220], [15.71955, 36.74527, -5.75901], [17.12695, 33.41306, -5.53599], [16.09664, 32.87416, -4.70443], [18.51544, 33.47122, -5.07781], [17.31751, 32.29547, -6.67802], [15.59004, 33.56517, -10.59003], [15.85915, 33.05448, -11.64512], [15.72272, 33.00176, -9.46187], [15.59938, 34.79808, -10.33334], [12.02039, 34.86559, -10.08649], [12.43054, 33.59562, -10.08797], [12.71053, 35.52501, -11.03100], [10.69432, 34.95643, -10.23577], [12.44878, 35.63852, -8.39423], [12.93518, 36.97940, -8.65749], [11.22626, 35.52414, -7.61843], [13.77914, 34.66474, -7.79349], [13.11192, 33.37052, -6.99595], [11.84247, 32.82124, -7.47144], [14.22536, 32.44326, -6.89467], [12.82922, 33.94261, -5.16685], [11.78464, 34.72975, -5.15997], [12.55907, 32.84226, -4.48195], [13.93013, 34.52347, -4.68593], [20.05198, 33.39160, -9.48210], [19.49795, 34.45409, -8.49872], [20.27441, 35.75028, -8.58722], [18.16885, 34.70377, -8.81142], [19.39209, 32.52660, -9.49034], [21.07357, 33.15407, -9.18094], [20.19874, 33.88593, -10.44454], [19.60279, 34.06909, -7.48389], [20.00881, 36.41381, -7.76423], [20.14090, 36.21966, -9.56400], [21.35261, 35.59914, -8.50370], [18.14496, 34.98546, -9.73295], [15.72277, 38.56098, -10.01901], [16.46630, 37.81590, -8.91086], [16.65970, 38.86295, -7.79200], [15.53366, 36.78579, -8.53368], [15.08465, 39.40134, -9.73906], [15.01437, 37.90234, -10.52273], [16.44557, 38.98376, -10.71907], [17.34177, 37.32399, -9.32871], [15.77348, 38.97801, -7.16892], [16.89938, 39.84115, -8.20902], [17.48942, 38.58772, -7.13924], [14.67654, 37.20331, -8.38006]]}

=====

{"formula": "C9H16F5InN2O7PS", "method": "the ωB97M-V functional and the def2-TZVPD basis", "charge": -1, "mol_weight_g_mol": 537.1, "lumo_energy_ev": 2.62, "symbols": ["C", "C", "O", "N", "C", "In", "C", "C", "O", "N", "C", "C", "P", "O", "O", "O", "S", "O", "O", "C", "F", "F", "C", "F", "F", "F", "H", "H", "H", "H", "H", "H", "H", "H", "H", "H", "H", "H", "H", "H", "H", "H"], "coordinates": [[2.87762, -2.39315, 0.95302], [2.34116, -1.24583, 0.11338], [3.03769, -0.24786, -0.05206], [1.15866, -1.40535, -0.51819], [0.15217, -2.29769, 0.08248], [0.49874, 0.47329, -1.27918], [0.16768, 2.13047, 0.15502], [0.71140, 1.94724, 1.52425], [1.89535, 2.13635, 1.75167], [-0.12074, 1.53070, 2.60754], [-1.53630, 1.82469, 2.46991], [0.16540, 0.14637, 3.02540], [2.12896, 1.10635, -3.11937], [1.83373, 2.40506, -3.74131], [3.64592, 1.02268, -2.55869], [2.15809, -0.07438, -4.23229], [-1.75202, -0.03103, -2.38663], [-1.80336, -1.45711, -2.68669], [-1.94674, 0.82710, -3.53704], [-3.26970, 0.29957, -1.32177], [-3.21247, 1.53433, -0.77673], [-4.35186, 0.24113, -2.13959], [-3.53407, -0.70137, -0.17458], [-4.76779, -0.44766, 0.33879], [-2.62801, -0.52541, 0.82008], [-3.50193, -1.97737, -0.58073], [2.21190, -2.69226, 1.74895], [3.81765, -2.06949, 1.37180], [3.07438, -3.22576, 0.28913], [0.12148, -2.26052, 1.16344], [-0.80863, -2.07617, -0.35469], [0.35839, -3.33286, -0.18913], [-0.88292, 2.38049, 0.12408], [0.69102, 2.97723, -0.26777], [-2.09377, 1.36987, 3.27721], [-1.69216, 2.89549, 2.52497], [-1.98685, 1.48316, 1.54129], [-0.73025, -0.45791, 2.97269], [0.95848, -0.25707, 2.40749], [0.55109, 0.14850, 4.03896], [3.65211, 1.18060, -1.60793], [2.41051, -0.88443, -3.77722]]}

=====

{"formula": "C9H16FN2O", "method": "the ωB97M-V functional and the def2-TZVPD basis", "charge": 1, "mol_weight_g_mol": 187.2, "lumo_energy_ev": -4.04, "symbols": ["C", "C", "C", "C", "C", "C", "C", "C", "C", "N", "N", "O", "F", "H", "H", "H", "H", "H", "H", "H", "H", "H", "H", "H", "H", "H", "H", "H", "H"], "coordinates": [[1.85336, 0.37108, 1.54787], [0.49402, 0.29001, 1.90495], [2.20936, -0.15314, 0.23056], [-0.45582, -0.48954, 1.13137], [0.25978, -1.61447, 0.32415], [-1.42952, 1.91508, 0.76780], [-2.59474, -0.19160, -0.17075], [1.80131, -1.68379, -1.57392], [-1.21406, 0.51573, 0.18104], [1.40981, -1.06778, -0.32317], [3.21819, 0.45405, -0.38700], [-0.55606, 0.57478, -1.04122], [0.61418, -2.63105, 1.21965], [2.60555, 0.89750, 2.03130], [0.14631, 0.83542, 2.79836], [-1.11933, -0.87702, 1.89161], [-0.50097, -1.96419, -0.40120], [-2.21252, 2.55222, 0.41619], [-0.50525, 2.40843, 0.88458], [-1.68417, 1.82705, 1.82720], [-2.91428, 0.20486, -1.13347], [-2.53874, -1.15104, -0.38115], [-3.34922, -0.10185, 0.60612], [2.92811, -1.87765, -1.65908], [1.52220, -2.65086, -1.65117], [1.70498, -0.98486, -2.41024], [3.58814, 1.42731, -0.04872], [3.61291, 0.03577, -1.24906], [0.05261, 1.35347, -1.10475]]}

=====

{"formula": "C9H16HoOP", "method": "the ωB97M-V functional and the def2-TZVPD basis", "charge": 0, "mol_weight_g_mol": 336.1, "spin_multiplicity": 5, "lumo_energy_ev": [-0.29, -0.27], "symbols": ["C", "C", "C", "C", "C", "Ho", "P", "H", "H", "H", "H", "H", "H", "H", "H", "C", "C", "C", "O", "C", "H", "H", "H", "H", "H", "H", "H", "H"], "coordinates": [[-0.22629, -0.85152, -1.89286], [-0.53381, 0.09411, -2.82787], [-0.36930, 1.51073, -2.79487], [0.32904, 2.29706, -1.83049], [0.86836, 1.89617, -0.64314], [-0.50867, 0.31646, 0.00717], [0.13564, -2.48752, 0.51845], [-0.27434, -1.92145, -2.13732], [-0.98014, -0.22267, -3.78486], [-0.72540, 2.04608, -3.68565], [1.54735, 2.55527, -0.09586], [0.39090, 3.34900, -2.18658], [1.39417, -2.76576, 1.13450], [0.13679, -3.61568, -0.36446], [-0.70701, -3.06343, 1.51355], [-0.61235, 1.21530, 4.33844], [0.15722, -0.09792, 4.47994], [0.88070, -0.18881, 3.14035], [-0.08226, 0.35972, 2.15591], [-0.87405, 1.39371, 2.83714], [-1.53472, 1.25635, 4.91736], [0.02052, 2.04728, 4.64711], [-0.53646, -0.94037, 4.59230], [0.84656, -0.10675, 5.32118], [1.73824, 0.48964, 3.13122], [1.18086, -1.18519, 2.80484], [-1.93220, 1.27515, 2.56657], [-0.52305, 2.36042, 2.46612]]}